1.
The following is a quantum chemistry calculation of C26H39Br36N3O3 as an isolated structure, from the OMol25 dataset.

XYZ file:
```
107
Properties=species:S:1:pos:R:3:mulliken_charge:R:1
C 3.77393 -2.00837 -2.16616 -1.434
C 3.76657 -0.70001 -1.35602 -0.280
C 4.12672 0.51572 -2.19674 -1.207
C 3.00506 1.07291 -3.12982 1.000
C 1.65171 0.45375 -2.90381 -1.644
N 2.95947 2.55588 -3.04074 1.323
C 4.10182 3.24671 -3.39135 -0.076
N 5.14685 2.73133 -3.91224 0.062
C 6.45376 3.45330 -4.32567 0.455
O 7.35043 2.62805 -4.37168 -0.678
O 6.34717 4.64544 -4.55587 -0.591
N 3.88163 4.61561 -3.10998 -0.509
C 2.54783 4.73962 -3.78248 -0.806
C 1.94434 3.26631 -3.86347 0.027
C 0.49319 3.35378 -3.39249 -0.795
C 0.28253 3.35884 -1.88952 1.016
C -1.21607 3.27135 -1.58450 -1.368
C -1.71248 1.84523 -1.46256 -0.353
O -1.61184 1.10149 -2.65777 0.328
C -2.78309 1.10700 -3.44670 -0.645
H 3.57390 -1.77923 -3.20924 0.260
H 3.02993 -2.70874 -1.80870 0.301
H 4.76080 -2.45506 -2.14723 0.444
H 4.56194 -0.80153 -0.62183 0.163
H 2.85249 -0.58316 -0.78380 0.069
H 4.49982 1.29162 -1.54371 0.595
H 4.95315 0.23128 -2.84192 0.574
H 3.29558 0.83411 -4.16100 0.192
H 1.70287 -0.60349 -3.13642 -0.055
H 0.87512 0.87638 -3.52629 1.036
H 1.34977 0.51176 -1.86353 -0.503
H 5.15426 1.73952 -4.09162 0.188
H 3.66531 4.56288 -2.11815 0.310
H 2.76058 5.12988 -4.76889 0.295
H 1.96878 5.42564 -3.18386 0.520
H 2.08820 3.00544 -4.91065 0.104
H 0.11422 4.30712 -3.75207 0.867
H -0.09764 2.59126 -3.88986 -0.647
H 0.63901 4.29557 -1.46399 0.553
H 0.81404 2.57293 -1.36995 -0.794
H -1.46967 3.79095 -0.66431 0.453
H -1.76916 3.76437 -2.38514 0.271
H -1.13468 1.35045 -0.69253 -0.143
H -2.74451 1.85739 -1.11198 0.630
H -3.48233 1.88272 -3.14825 0.465
H -2.50069 1.29830 -4.47988 0.064
H -3.28577 0.14408 -3.42377 -0.045
C -1.27986 3.62522 -7.06506 -0.414
Br -0.28765 2.04724 -6.57759 0.047
Br -2.34420 4.27795 -5.60074 -0.051
Br -0.12167 4.99324 -7.75633 -0.034
H -1.95952 3.34629 -7.85562 0.469
C 0.34952 -2.21340 -5.13042 -0.466
Br 1.51459 -3.65568 -4.63441 -0.002
Br -0.75570 -1.65860 -3.65812 0.062
Br 1.37277 -0.75554 -5.87695 -0.101
H -0.30457 -2.57342 -5.90982 0.501
C -1.31100 -1.13769 1.94516 -0.380
Br -0.06305 -0.74383 3.34997 -0.010
Br -2.76028 0.12083 1.92187 0.036
Br -0.44884 -1.27323 0.22774 0.118
H -1.73888 -2.10657 2.16082 0.295
C 3.73341 3.64625 1.41907 -0.456
Br 2.94524 2.13019 0.53181 0.223
Br 2.65180 5.22174 1.20050 -0.080
Br 4.09969 3.26825 3.26460 -0.074
H 4.68041 3.84153 0.93754 0.476
C 3.85303 -1.02621 2.92092 0.210
Br 3.68329 -1.08826 4.83307 0.004
Br 5.57045 -0.38353 2.36240 -0.067
Br 3.45709 -2.72431 2.10420 -0.036
H 3.11968 -0.31811 2.56059 -0.171
C -6.36146 -2.20084 3.82963 -0.349
Br -6.79290 -1.26617 2.20726 -0.014
Br -4.51261 -2.73320 3.90740 0.009
Br -6.84306 -1.18586 5.38931 0.019
H -6.94624 -3.10777 3.84180 0.423
C -4.30262 -1.96665 8.42813 -0.008
Br -4.35580 -1.64406 10.33301 -0.039
Br -2.70591 -1.25358 7.63178 -0.038
Br -4.54091 -3.82695 8.02259 0.042
H -5.13429 -1.44495 7.98097 -0.051
C 3.26182 -0.43869 9.18778 -0.310
Br 4.92723 -0.13194 10.09432 -0.006
Br 2.83825 0.99232 7.97612 -0.015
Br 3.24246 -2.14817 8.30389 -0.042
H 2.48679 -0.45996 9.93820 0.341
C -4.59022 -2.70807 -1.70545 0.377
Br -5.10998 -4.47123 -2.26328 -0.022
Br -5.91357 -1.39448 -2.18462 -0.052
Br -4.20299 -2.63619 0.17400 0.048
H -3.68044 -2.46144 -2.23475 -0.421
C -9.53075 -1.41465 8.29514 -0.245
Br -10.47224 -3.01558 8.78595 -0.042
Br -10.45594 0.16711 8.86761 -0.010
Br -7.72088 -1.45119 8.94929 0.067
H -9.48123 -1.38784 7.21648 0.257
C -6.13579 -6.41811 10.80480 -0.262
Br -6.77427 -8.16173 10.30425 -0.018
Br -7.36382 -5.03694 10.28601 0.086
Br -5.71557 -6.32584 12.67802 -0.011
H -5.21696 -6.24655 10.26385 0.219
C 4.87805 -5.35062 -7.08173 -0.305
Br 4.57168 -6.18872 -5.37525 -0.048
Br 4.39747 -6.50991 -8.53629 -0.017
Br 3.97886 -3.65842 -7.19427 0.000
H 5.93726 -5.15980 -7.15909 0.350
```

Output
Kohn-Sham gap = 8.17 eV
Highest occupied orbital energy = -8.68 eV
Spin multiplicity = 1



2.
The following is a quantum chemistry calculation of C26H39Br48ClNO5P2S as an isolated structure, from the OMol25 dataset.

XYZ file:
```
123
Properties=species:S:1:pos:R:3:mulliken_charge:R:1
C -5.86503 -1.19833 -2.33217 -0.985
C -4.99187 -2.51507 -1.90559 0.658
O -4.58942 -3.29969 -2.94503 -0.413
O -4.64656 -2.98573 -0.56890 -0.170
C -4.27207 -1.94241 0.37210 -0.753
C -2.71664 -2.01079 0.93371 -0.153
C -1.96131 -0.72808 0.15489 -0.147
C -0.43403 -0.55312 0.33648 0.239
P 0.91522 -1.26321 -0.85407 -0.128
Cl 1.99974 -2.10519 0.80973 -0.247
C 0.14462 -2.95990 -1.05351 -0.822
C -1.36779 -3.15711 -1.92134 0.982
C -1.38132 -4.54914 -2.97694 -1.110
O -2.18339 -4.44697 -1.53534 -0.400
P 2.02148 0.54519 -0.50485 0.557
N 3.57172 0.49619 -1.07290 -0.659
S 0.08345 -0.33223 -2.65610 1.001
C -0.02748 -1.38020 -4.18378 -0.457
O 1.30788 0.59012 -3.11246 -0.735
O -0.98576 0.72568 -2.41707 -0.678
H -5.17143 -0.28917 -2.67378 0.275
H -6.54343 -1.42302 -3.28790 0.283
H -6.58950 -0.87326 -1.47370 0.298
H -4.96210 -2.08854 1.33641 0.272
H -4.46447 -0.83662 0.03661 0.336
H -2.17785 -3.02940 0.75450 0.129
H -2.68994 -1.69715 2.08646 0.385
H -2.49554 -0.67298 -0.88447 0.022
H -2.47239 0.19076 0.73918 0.021
H -0.17944 0.60795 0.47046 -1.185
H -0.12273 -1.01492 1.39739 0.591
H 1.98114 -1.70846 -1.73483 0.233
H 0.84725 -3.64397 -1.71122 0.262
H 0.03553 -3.49702 -0.01894 0.294
H -1.99992 -2.14893 -2.33006 0.076
H -2.44290 -4.68363 -3.47296 0.265
H -0.72253 -5.47567 -2.71547 0.215
H 1.35245 1.80239 -0.84521 0.036
H 2.21113 0.65514 0.95093 0.074
H 4.22866 0.63976 -0.24737 0.033
H 0.65955 -2.32896 -4.21500 0.193
H -1.15508 -1.75525 -4.31075 0.379
H 0.14804 -0.71247 -5.15902 0.152
C -1.72816 3.41873 1.88177 -0.216
Br -0.54062 2.56039 0.60227 0.049
Br -3.44741 3.86391 1.08795 0.038
Br -1.93101 2.36242 3.50267 -0.057
H -1.25612 4.36302 2.17251 0.092
C 1.85329 5.81569 2.22277 0.303
Br 2.17498 4.31752 1.02438 0.289
Br 0.34762 6.89986 1.63822 -0.044
Br 1.65441 5.23607 4.06905 -0.019
H 2.74193 6.45420 2.18207 -0.419
C 5.05454 7.28417 5.35071 -0.327
Br 5.37623 5.78600 4.15232 0.050
Br 3.54887 8.36833 4.76615 -0.021
Br 4.85567 6.70455 7.19698 -0.043
H 5.94318 7.92267 5.31001 0.337
C -5.75971 6.06356 3.44538 -0.136
Br -4.43162 7.38123 3.97836 -0.051
Br -5.55694 4.39468 4.42411 0.031
Br -7.56926 6.76516 3.57780 -0.041
H -5.58062 5.83839 2.38885 0.216
C 5.74173 6.92753 0.15746 0.799
Br 4.05053 7.77104 0.61840 0.010
Br 5.61158 4.98669 0.17682 0.033
Br 6.44399 7.58916 -1.53172 -0.051
H 6.46087 7.20751 0.93430 -0.720
C 6.21380 -1.38631 -3.95268 -0.414
Br 7.54189 -0.06864 -3.41969 -0.039
Br 6.41657 -3.05519 -2.97395 -0.040
Br 4.40426 -0.68471 -3.82026 0.099
H 6.39289 -1.61148 -5.00920 0.319
C 0.15192 -1.78887 -8.64803 -0.336
Br -0.80897 -2.80160 -10.00273 -0.051
Br -0.97947 -0.44701 -7.80925 -0.029
Br 0.99096 -2.95228 -7.33397 -0.006
H 0.95725 -1.25276 -9.16091 0.401
C 3.93733 -5.82302 1.51886 -0.541
Br 2.13577 -6.34213 1.00016 0.085
Br 4.96095 -5.15211 0.00682 0.015
Br 3.92928 -4.56523 3.00283 0.072
H 4.44241 -6.72881 1.87021 0.366
C -8.17831 2.85966 1.90090 0.273
Br -9.86951 3.70317 2.36184 -0.032
Br -8.30845 0.91882 1.92025 -0.019
Br -7.47605 3.52130 0.21172 -0.030
H -7.45917 3.13965 2.67774 -0.219
C -7.50428 -5.99049 -2.58058 -0.400
Br -6.74595 -6.44654 -4.31294 0.002
Br -6.49798 -4.57824 -1.69904 0.193
Br -9.39663 -5.55858 -2.70978 -0.079
H -7.42220 -6.88249 -1.95080 0.316
C 9.51636 7.13844 2.20836 -0.435
Br 7.82516 7.98195 2.66930 -0.076
Br 9.38621 5.19760 2.22771 0.047
Br 10.21861 7.80007 0.51918 -0.007
H 10.23549 7.41842 2.98520 0.392
C -3.41072 5.05967 8.39410 -0.333
Br -2.65239 4.60361 6.66174 0.038
Br -2.40442 6.47192 9.27563 -0.039
Br -5.30307 5.49158 8.26489 -0.045
H -3.32864 4.16767 9.02388 0.351
C 3.40920 -2.56868 6.64695 -0.330
Br 1.60765 -3.08780 6.12825 0.005
Br 4.43282 -1.89778 5.13491 -0.023
Br 3.40116 -1.31090 8.13092 -0.075
H 3.91428 -3.47448 6.99830 0.379
C -1.00974 -9.26483 0.59343 -0.358
Br -0.02094 -9.08087 -1.07167 -0.027
Br -0.01730 -10.29074 1.91509 -0.039
Br -1.57730 -7.54051 1.29260 0.012
H -1.91817 -9.83186 0.36485 0.370
C -5.39024 -5.89013 -8.65047 -0.364
Br -4.06216 -4.57246 -8.11749 0.067
Br -5.18747 -7.55901 -7.67174 -0.039
Br -7.19979 -5.18852 -8.51805 -0.015
H -5.21115 -6.11530 -9.70700 0.332
C 9.47286 1.44870 0.61158 -0.409
Br 7.78166 2.29221 1.07252 0.093
Br 9.34271 -0.49214 0.63093 -0.036
Br 10.17512 2.11033 -1.07760 -0.032
H 10.19200 1.72868 1.38842 0.366
```

Output
Net charge = -1
Kohn-Sham gap = 5.45 eV
Highest occupied orbital energy = -4.76 eV
Energy above the lowest of the compared OMol25 structures with the same formula, charge and spin = 165.1 kcal per mole
Spin multiplicity = 1



3.
The following is a quantum chemistry calculation of C26H39Cl5GePtSb2 as an isolated structure, from the OMol25 dataset.

XYZ file:
```
74
Properties=species:S:1:pos:R:3:mulliken_charge:R:1
Pt 0.36770 0.23648 -0.43063 1.622
C 4.32580 -1.22742 -0.96433 -1.218
Sb 3.02920 0.49478 -0.91203 0.387
C 4.02170 1.74348 -2.34733 -1.344
C 3.62800 1.54968 0.95507 -1.558
C 4.13940 0.63878 1.99337 0.742
C 5.48420 0.25938 1.92977 -0.525
C 6.03900 -0.59092 2.86617 -0.748
C 5.24850 -1.08812 3.89467 -0.764
C 3.91750 -0.72252 3.97707 -0.687
C 3.34160 0.14358 3.04687 0.833
C 1.92690 0.53218 3.22437 -1.431
Sb 0.54050 -0.66102 2.01027 -0.048
C 1.13630 -2.68032 2.45087 -1.207
C -1.21760 -0.58762 3.22157 -1.096
H 4.17670 -1.86672 -0.10003 0.338
H 5.34810 -0.86342 -0.97443 0.380
H 4.13900 -1.79422 -1.87013 0.455
H 5.07130 1.74988 -2.06613 0.509
H 3.63080 2.75728 -2.32143 0.424
H 3.91980 1.34058 -3.35013 0.421
H 2.76210 2.13738 1.25097 0.385
H 4.41020 2.21608 0.60157 0.732
H 6.10490 0.67388 1.14637 0.499
H 7.07960 -0.86572 2.79707 0.443
H 5.67220 -1.74872 4.63337 0.440
H 3.32120 -1.08802 4.79967 0.451
H 1.73410 1.57848 2.99917 0.579
H 1.59000 0.31768 4.23647 0.719
H 1.02610 -2.81592 3.52427 0.435
H 2.17010 -2.85662 2.16387 0.398
H 0.48490 -3.37962 1.93227 0.466
H -0.89780 -0.75042 4.24617 0.539
H -1.89500 -1.38512 2.93227 0.317
H -1.72370 0.36858 3.15027 0.384
Cl -0.52300 2.68708 1.26777 -0.107
C -0.20980 3.10738 -0.37213 0.911
C 0.06830 2.06948 -1.24753 -2.677
C 0.44810 2.35178 -2.54683 1.154
Cl 0.91160 1.00848 -3.52123 -0.025
C 0.51560 3.66548 -3.00603 0.058
Cl 0.99700 3.99588 -4.61483 -0.121
C 0.20310 4.70968 -2.12003 0.465
Cl 0.32960 6.33088 -2.64553 -0.119
C -0.17000 4.43448 -0.79413 -0.074
Cl -0.51860 5.70118 0.30307 -0.128
C -5.20440 1.43278 -1.44043 -0.721
C -5.02590 1.07018 -2.90663 -0.618
C -3.94040 0.02488 -3.13643 -0.549
C -2.54400 0.46938 -2.69773 -0.477
Ge -2.04480 -0.01482 -0.80233 -0.106
C -2.30400 -1.98482 -0.41053 -0.405
C -3.70800 -2.21092 0.13667 -0.640
C -3.93900 -3.67662 0.52877 -0.558
C -3.91170 -4.61672 -0.66803 -1.238
H -6.06290 2.08588 -1.31123 0.449
H -4.32280 1.95698 -1.06733 0.101
H -5.36360 0.53398 -0.84533 0.173
H -4.79840 1.96958 -3.48223 0.302
H -5.96380 0.66308 -3.29333 0.387
H -3.89340 -0.19702 -4.20623 0.378
H -4.22220 -0.90412 -2.63673 0.171
H -2.41920 1.54388 -2.84303 0.339
H -1.79740 -0.03572 -3.31573 0.474
H -2.74800 0.75848 0.31537 -0.046
H -1.56670 -2.35542 0.30857 0.185
H -2.15310 -2.52112 -1.34693 0.526
H -4.44570 -1.93042 -0.61723 0.233
H -3.87420 -1.57932 1.01457 0.362
H -4.92270 -3.73422 0.99987 0.396
H -3.19650 -3.98962 1.26757 0.259
H -4.64250 -4.30822 -1.41323 0.300
H -4.16120 -5.62572 -0.34783 0.407
H -2.92840 -4.65202 -1.13283 0.306
```

Output
Net charge = +2
Kohn-Sham gap (alpha / beta) = 3.58 / 3.58 eV
Highest occupied orbital energy (alpha / beta) = -13.58 / -13.58 eV
Energy above the lowest of the compared OMol25 structures with the same formula, charge and spin = 73.2 kcal per mole
Spin multiplicity = 1